Record 1
DFT (ωB97M-V/def2-TZVPD) results for C45H62Ge2N10O4RbS as an isolated structure at a distorted geometry.

Last column: Mulliken charge in e.
Element x y z (Å)
Rb1 0.67 0.72 -0.07  1.8355
C1 -0.40 4.02 -2.29  0.1057
N1 -1.79 4.41 -2.22  0.0903
C2 -2.47 4.38 -3.49  -0.9074
C3 -2.44 3.70 -1.14  -0.4488
N2 -1.91 2.59 -0.73  0.8197
C4 -2.36 2.07 0.50  0.2858
C5 -2.13 2.89 1.60  -1.6083
C6 -2.75 2.44 2.80  -0.5173
C7 -3.57 1.35 2.85  -1.1956
C8 -3.66 0.50 1.75  1.5895
C9 -4.50 -0.70 1.78  -1.4091
C10 -4.54 -1.51 0.67  -0.9843
C11 -3.84 -1.19 -0.48  -0.1983
C12 -3.01 -0.07 -0.58  -0.1684
N3 -2.14 0.08 -1.62  0.8052
C13 -2.36 -0.06 -2.83  -0.8063
N4 -1.39 -0.31 -3.72  0.5214
C14 -0.21 -1.03 -3.36  -0.4732
C15 -1.21 0.63 -4.82  -0.9132
N5 -3.59 -0.05 -3.38  1.1942
C16 -4.01 -0.95 -4.42  -1.2281
C17 -4.54 0.94 -3.07  -1.4357
C18 -2.98 0.81 0.56  0.2350
N6 -3.54 4.32 -0.69  0.7569
C19 -4.65 3.61 -0.18  -0.8976
C20 -3.70 5.80 -0.57  -1.3624
H1 0.08 4.74 -2.94  0.5171
H2 -0.22 3.10 -2.83  -0.3922
H3 0.02 3.92 -1.27  -0.2310
H4 -1.99 5.10 -4.16  0.3751
H5 -3.51 4.70 -3.23  0.2870
H6 -2.44 3.43 -3.97  0.0795
H7 -1.46 3.73 1.53  0.3484
H8 -2.67 3.07 3.72  0.2949
H9 -4.18 1.22 3.67  0.7196
H10 -5.09 -0.93 2.64  0.5175
H11 -5.19 -2.41 0.51  0.2928
H12 -3.76 -1.95 -1.27  0.4128
H13 -0.39 -1.56 -2.40  -0.2120
H14 0.71 -0.45 -3.30  0.3184
H15 0.00 -1.90 -4.07  0.2460
H16 -2.16 1.17 -4.93  0.2591
H17 -0.90 0.14 -5.79  0.3087
H18 -0.52 1.43 -4.54  0.1533
H19 -3.34 -1.82 -4.56  0.3083
H20 -4.14 -0.43 -5.46  0.2684
H21 -4.94 -1.38 -4.09  0.3921
H22 -5.54 0.56 -2.73  0.1867
H23 -4.66 1.61 -3.93  0.3449
H24 -4.22 1.44 -2.20  0.5281
H25 -4.51 2.54 -0.42  0.1010
H26 -5.57 3.95 -0.62  0.4350
H27 -4.79 3.84 0.82  0.3766
H28 -2.82 6.20 -0.94  0.4402
H29 -3.82 5.95 0.47  0.4274
H30 -4.48 6.22 -1.26  0.2639
N7 5.04 -2.23 5.05  -0.4457
C21 4.91 -1.22 4.13  0.8864
C22 3.75 -0.40 4.22  -0.6682
C23 3.47 0.50 3.22  -0.5354
C24 4.33 0.65 2.17  0.1640
C25 5.42 -0.21 2.02  -1.1198
C26 5.70 -1.11 3.00  -0.8191
S1 4.05 1.91 0.92  1.0042
O1 3.84 1.13 -0.30  -0.8910
O2 5.24 2.77 0.99  -0.7092
N8 2.67 2.52 1.33  -0.0646
C27 2.38 3.78 0.88  0.1039
N9 3.07 4.38 -0.17  -0.4405
C28 2.72 5.66 -0.43  -0.0613
C29 1.74 6.33 0.28  -0.8713
C30 0.98 5.57 1.15  -0.0991
N10 1.23 4.31 1.41  -0.4262
H31 4.77 -1.96 5.98  0.2472
H32 5.96 -2.77 5.08  0.2203
H33 3.05 -0.48 5.05  0.3579
H34 2.65 1.14 3.33  0.7523
H35 6.10 0.15 1.27  0.5477
H36 6.51 -1.79 2.95  0.3355
H37 3.35 6.02 -1.27  0.4342
H38 1.50 7.39 0.10  0.3384
H39 0.07 5.90 1.56  0.5555
O3 0.14 1.10 2.94  -0.6059
H40 -0.51 1.81 2.92  0.2544
H41 0.87 1.60 2.49  0.2351
O4 2.16 1.71 -2.28  -0.3540
H42 2.41 2.51 -2.74  0.2466
H43 2.92 1.68 -1.64  0.2894
C31 0.29 -5.75 2.36  -1.2754
Ge1 0.62 -3.82 2.67  0.5265
C32 -1.09 -3.23 3.57  -1.2945
C33 2.00 -3.80 4.06  -0.9447
Ge2 1.66 -2.69 0.74  -0.2276
C34 3.45 -3.69 0.63  0.5030
C35 4.45 -2.92 0.04  -0.5744
C36 5.72 -3.32 -0.11  -0.2009
C37 6.05 -4.67 0.24  -0.6022
C38 5.16 -5.47 0.90  -0.6416
C39 3.79 -5.01 1.02  -0.3632
C40 0.50 -3.70 -0.62  0.4359
C41 1.05 -4.32 -1.73  -0.3508
C42 0.25 -4.85 -2.79  -0.7938
C43 -1.13 -4.71 -2.77  -0.7714
C44 -1.71 -4.09 -1.61  -0.2196
C45 -0.91 -3.60 -0.62  -0.6041
H44 0.98 -6.35 2.92  0.4583
H45 0.60 -5.89 1.33  0.3663
H46 -0.74 -6.18 2.42  0.3832
H47 -0.88 -3.78 4.49  0.4641
H48 -2.04 -3.70 3.11  0.3265
H49 -1.13 -2.15 3.69  0.3026
H50 2.72 -4.63 4.05  0.3733
H51 1.49 -3.83 5.02  0.5449
H52 2.57 -2.78 3.89  -0.0302
H53 4.27 -1.88 -0.30  0.2577
H54 6.48 -2.56 -0.49  0.2903
H55 7.12 -4.99 0.14  0.2648
H56 5.43 -6.48 1.26  0.3868
H57 3.18 -5.66 1.54  0.4433
H58 2.13 -4.60 -1.75  0.2968
H59 0.66 -5.46 -3.58  0.3949
H60 -1.78 -5.12 -3.53  0.4459
H61 -2.80 -4.08 -1.37  0.3846
H62 -1.38 -3.18 0.28  0.1305

- molar mass (g/mol) = 1069.8
- total energy (eV) = -195280.8883
- multiplicity = 2
- LUMO level (spin up / spin down) (eV) = 0.25 / -2.04
- charge = 0
- relative energy (zero: lowest compared OMol25 entry of this formula, charge and spin) (kcal per mole) = 28.4
- ⟨S²⟩ = 0.76


Record 2
DFT (ωB97M-V/def2-TZVPD) results for C45H64Cl5N2O4RbSSe2Si as an isolated structure at a distorted geometry.

Last column: Mulliken charge in e.
Element x y z (Å)
Rb1 15.64 12.71 12.89  -0.1143
C1 15.76 13.14 16.28  -0.3590
C2 15.34 11.78 16.12  -0.3324
C3 13.91 11.82 15.81  -0.2428
C4 13.53 13.25 15.79  -0.6766
C5 14.69 14.03 16.04  -0.4502
C6 14.72 15.57 16.13  1.9970
C7 14.20 16.19 14.76  -1.2399
C8 13.85 16.21 17.29  -1.7518
C9 16.19 16.01 16.29  -1.9829
C10 12.89 10.73 15.55  2.8595
C11 12.91 9.51 16.48  -1.6889
C12 11.51 11.37 15.59  -1.7182
C13 13.04 10.26 14.05  -0.2535
C14 16.35 10.62 16.33  2.5128
C15 16.34 10.05 17.76  -1.9440
C16 17.82 11.17 16.10  -2.0560
C17 16.27 9.43 15.34  -1.1800
H1 16.76 13.44 16.54  0.2434
H2 12.58 13.70 15.80  0.6586
H3 13.11 15.96 14.59  0.1448
H4 14.72 15.86 13.89  -0.0158
H5 14.34 17.26 14.74  0.5298
H6 12.78 15.87 17.16  0.2581
H7 13.93 17.35 17.21  0.3857
H8 14.19 15.93 18.26  0.4287
H9 16.69 15.59 15.42  0.2070
H10 16.56 15.62 17.20  0.4062
H11 16.31 17.08 16.28  0.4955
H12 12.70 9.78 17.60  0.2411
H13 13.91 9.12 16.41  0.1838
H14 12.15 8.77 16.20  0.3980
H15 11.21 11.91 16.49  0.4046
H16 10.76 10.57 15.37  0.3900
H17 11.49 12.09 14.78  -0.1917
H18 14.05 9.87 13.97  -0.5948
H19 13.02 11.13 13.42  -0.5789
H20 12.26 9.57 13.72  0.7153
H21 16.28 10.92 18.41  0.4358
H22 17.30 9.56 17.98  0.4365
H23 15.46 9.44 17.91  0.2684
H24 18.18 11.92 16.77  0.3565
H25 17.83 11.54 15.07  0.3372
H26 18.48 10.28 16.26  0.5579
H27 15.36 8.68 15.39  0.0613
H28 17.16 8.82 15.50  0.6856
H29 16.31 9.89 14.31  -0.1450
C18 19.00 13.23 11.02  -0.5657
C19 18.22 12.62 9.83  1.6454
C20 17.19 13.53 9.06  -1.4418
C21 19.24 12.00 8.84  -1.2112
O1 17.37 11.59 10.38  0.8463
Si1 16.79 10.04 9.96  -0.9241
S1 15.28 9.67 11.30  0.1377
O2 16.44 10.06 8.33  -0.1651
C22 15.49 9.28 7.56  1.6038
C23 15.90 9.55 6.08  -1.6550
C24 14.10 9.92 7.70  -1.3058
C25 15.50 7.78 7.90  -1.4270
O3 18.06 9.04 9.95  -0.6105
C26 18.85 8.32 10.87  1.6135
C27 19.02 9.09 12.19  -0.7514
C28 20.20 8.08 10.14  -1.5167
C29 18.20 6.97 11.16  -1.7827
H30 19.86 13.83 10.64  0.3811
H31 19.21 12.35 11.59  0.1462
H32 18.43 13.92 11.61  -0.4435
H33 17.66 14.35 8.59  0.5163
H34 16.40 13.84 9.64  0.2159
H35 16.85 12.91 8.21  0.1158
H36 19.76 12.91 8.43  0.5270
H37 18.71 11.46 8.04  0.0714
H38 19.94 11.28 9.29  0.1189
H39 16.09 10.67 6.17  0.2821
H40 15.16 9.16 5.36  0.3771
H41 16.84 8.93 6.03  0.4084
H42 14.17 10.94 7.39  0.4000
H43 13.77 9.82 8.72  0.0944
H44 13.39 9.46 7.00  0.5055
H45 16.53 7.47 7.91  0.2440
H46 15.02 7.29 7.09  0.5712
H47 14.98 7.68 8.87  0.0984
H48 19.55 10.00 11.81  0.0442
H49 19.67 8.51 12.84  0.5881
H50 17.99 9.36 12.57  -0.0395
H51 20.76 9.01 9.99  0.3278
H52 20.01 7.50 9.21  0.2518
H53 20.78 7.36 10.88  0.3095
H54 17.19 7.22 11.48  0.2534
H55 18.84 6.33 11.75  0.4509
H56 18.14 6.53 10.16  0.4361
Se1 8.52 10.94 11.78  -0.1265
Se2 8.28 9.21 10.29  -0.1035
C30 9.87 8.11 10.76  -0.2184
C31 11.08 8.50 10.22  -0.1058
C32 12.22 7.78 10.59  -0.1058
C33 12.07 6.65 11.44  -0.6254
C34 10.81 6.35 11.91  -0.3041
N1 9.74 7.02 11.53  -0.6407
C35 10.09 11.86 11.17  0.4674
C36 10.69 12.51 12.20  -0.4453
C37 11.94 13.08 11.99  0.0471
C38 12.54 12.97 10.74  -0.0533
C39 11.78 12.42 9.69  -0.9324
N2 10.63 11.77 9.94  -0.5007
H57 11.14 9.37 9.64  0.7383
H58 13.23 8.09 10.35  0.4008
H59 12.92 6.00 11.73  0.3280
H60 10.64 5.42 12.52  0.3215
H61 10.23 12.49 13.20  0.3315
H62 12.54 13.57 12.85  0.3444
H63 13.49 13.41 10.58  0.5403
H64 12.17 12.37 8.72  0.5207
Cl1 16.99 20.70 9.85  -0.2265
C40 16.67 19.09 10.45  -0.1792
C41 15.43 18.50 10.25  0.6245
Cl2 14.20 19.38 9.50  -0.2332
C42 15.16 17.23 10.68  0.1484
Cl3 13.57 16.50 10.43  -0.2504
C43 16.06 16.37 11.40  -1.6358
O4 15.86 15.20 11.81  0.4351
C44 17.32 17.03 11.60  0.5657
Cl4 18.35 16.25 12.80  -0.2481
C45 17.59 18.28 11.21  0.5434
Cl5 19.17 18.95 11.44  -0.2463

- molar mass (g/mol) = 1177.8
- total energy (eV) = -271553.5246
- LUMO level (eV) = 3.52
- charge = -2
- relative energy (zero: lowest compared OMol25 entry of this formula, charge and spin) (kcal per mole) = 3.0


Question: Among the records above, which one has the lowest total energy?
Answer: C45H64Cl5N2O4RbSSe2Si


Question: Among the records above, which one has the highest molar mass?
Answer: C45H64Cl5N2O4RbSSe2Si